No. 1
15
Properties=species:S:1:pos:R:3 method="wB97M-V/def2-TZVPD" orbital_gap_ev=10.570 total_charge=0 de_lowest_ev=2.144 lumo_energy_ev=0.0 smiles=O.O.O.O.O homo_energy_ev=-10.533
H -1.102 -0.218 -1.058
H -0.217 -1.073 -0.165
H -2.531 -1.205 0.137
H -3.858 -0.649 -0.351
H 4.181 -0.876 -0.770
H 5.396 -1.362 0.002
H -0.231 -0.186 1.608
H -1.401 0.413 2.372
H 0.761 2.850 -0.724
H -0.558 2.113 -0.561
O -0.879 -1.135 -0.863
O -3.004 -0.962 -0.667
O 4.788 -0.617 -0.068
O -1.188 -0.077 1.570
O -0.156 2.983 -0.461


No. 2
15
Properties=species:S:1:pos:R:3 method="wB97M-V/def2-TZVPD" orbital_gap_ev=11.102 total_charge=0 de_lowest_ev=1.196 lumo_energy_ev=0.4 smiles=O.O.O.O.O homo_energy_ev=-10.728
O -2.229 1.316 -1.879
H -3.113 1.683 -1.897
H -1.702 1.982 -1.436
O 0.568 -0.411 -0.182
H 0.729 -1.301 -0.494
H -0.356 -0.253 -0.374
O 0.724 1.202 2.114
H 1.659 1.321 2.283
H 0.688 0.788 1.251
O 1.949 -0.887 3.443
H 2.802 -0.475 3.580
H 1.656 -0.556 2.594
O -1.001 -1.752 -2.762
H -0.485 -1.049 -3.154
H -1.890 -1.608 -3.086


No. 3
15
Properties=species:S:1:pos:R:3 method="wB97M-V/def2-TZVPD" orbital_gap_ev=11.895 total_charge=0 de_lowest_ev=2.217 lumo_energy_ev=0.5 smiles=O.O.O.O.O homo_energy_ev=-11.429
O 2.172 0.113 -0.939
O -3.494 2.778 -3.755
O 2.362 1.562 4.600
O 1.066 -1.741 5.027
O -2.554 -2.550 -5.682
H 2.398 -0.331 -0.149
H -3.901 2.624 -2.801
H 2.266 1.245 5.518
H 1.792 -2.144 5.522
H -3.319 -1.987 -5.663
H 2.151 -0.626 -1.629
H -2.583 3.007 -3.495
H 3.144 2.167 4.729
H 1.509 -0.944 4.829
H -3.009 -3.172 -6.112


No. 4
15
Properties=species:S:1:pos:R:3 method="wB97M-V/def2-TZVPD" orbital_gap_ev=10.785 total_charge=0 de_lowest_ev=1.056 lumo_energy_ev=0.3 smiles=O.O.O.O.O homo_energy_ev=-10.515
O 1.304 -2.466 -1.780
H 0.912 -1.576 -1.753
H 0.555 -3.068 -1.737
O -1.384 2.793 -1.254
H -2.227 3.086 -0.890
H -1.330 3.218 -2.118
O -0.624 1.121 1.924
H -1.548 1.389 1.887
H -0.658 0.154 1.964
O 1.179 -2.221 1.975
H 1.533 -1.325 1.997
H 1.939 -2.776 2.177
O 0.402 0.346 -0.968
H 0.225 0.447 -0.023
H -0.279 0.878 -1.402


No. 5
15
Properties=species:S:1:pos:R:3 method="wB97M-V/def2-TZVPD" orbital_gap_ev="8.863 / 2.014" total_charge=+1 spin_multiplicity=2 lumo_energy_ev="-2.9 / -9.8" homo_energy_ev="-11.772 / -11.769"
S -0.964 4.599 -4.697
S 2.314 3.179 -0.811
S 0.771 -4.002 3.060
S -3.585 -3.365 3.354
S 1.193 -0.859 -0.018
H -0.291 4.251 -3.596
H 2.089 3.360 -2.116
H 0.226 -2.799 2.824
H -4.675 -3.561 2.616
H 2.241 -1.295 -0.736
H -2.137 4.198 -4.199
H 3.639 3.004 -0.911
H 1.595 -3.559 4.018
H -2.980 -2.766 2.318
H 0.565 -0.384 -1.106


No. 6
14
Properties=species:S:1:pos:R:3 method="wB97M-V/def2-TZVPD" orbital_gap_ev=8.969 total_charge=0 de_lowest_ev=1.568 lumo_energy_ev=-0.5 homo_energy_ev=-9.440
Si 0.724 2.179 -0.097
Si 1.574 -1.687 -0.149
Si -2.275 -0.557 -0.156
Si 0.086 0.002 0.279
H -0.134 3.056 0.762
H 2.029 2.655 0.096
H 0.382 2.436 -1.691
H 0.572 -2.832 -0.746
H 2.541 -2.449 0.914
H 2.408 -1.380 -1.192
H -2.798 -2.023 -0.244
H -2.886 -0.002 1.240
H -2.804 0.231 -1.297
H 0.581 0.370 2.282


Computed F_max, in the same sequence as the records: 2.893 0.656 6.117 0.407 0.533 4.053 eV/A.